Density functional theory data (ωB97M-V/def2-TZVPD) for a 10-piece molecular cluster, C31H41Cl6F21O14 overall at a distorted geometry.

Summary:
2S+1: 1
Net charge: 0
Frontier orbital gap: 11.043 eV
Structure (SMILES): CCOC(=O)C(F)(F)F.CCOC(=O)C(F)(F)F.CCOC(=O)C(F)(F)F.CCOC(=O)C(F)(F)F.CCOC(=O)C(F)(F)F.CCOC(=O)C(F)(F)F.CCOC(=O)C(F)(F)F.ClCCl.ClCCl.ClCCl

CARTESIAN COORDINATES (ANGSTROEM)
C  4.1151  -4.5248  -1.3403
C  5.0567  -3.4849  -0.8309
O  4.5569  -2.9440  0.4003
C  5.2634  -1.9389  0.9234
O  6.2078  -1.3883  0.4792
C  4.8295  -1.5058  2.3631
F  4.1748  -0.3424  2.3242
F  4.0315  -2.3632  3.0517
F  5.9667  -1.3840  3.0772
H  3.0900  -4.1619  -1.4195
H  4.1226  -5.3822  -0.6380
H  4.5130  -4.9126  -2.2832
H  5.2282  -2.6764  -1.5684
H  6.0628  -3.9189  -0.6588
C  -1.2907  2.3036  4.2897
C  -2.2264  1.1471  3.9987
O  -3.5085  1.7540  3.9027
C  -4.5024  1.0657  3.3473
O  -4.5214  -0.0548  2.8621
C  -5.8496  1.9125  3.3542
F  -6.4526  1.9365  4.5177
F  -5.7622  3.1701  2.9721
F  -6.6943  1.3865  2.4994
H  -1.1861  2.8872  3.4147
H  -0.3411  1.9315  4.5820
H  -1.7891  2.9638  4.9956
H  -2.3305  0.3999  4.8028
H  -2.0502  0.6470  3.0583
C  -1.8640  5.3694  1.2930
C  -3.1942  4.5925  1.0981
O  -3.0051  3.1471  0.8527
C  -2.3484  2.8083  -0.2273
O  -1.8276  3.5154  -1.0666
C  -2.2614  1.2887  -0.3768
F  -0.9956  0.8586  -0.5298
F  -2.7258  0.6898  0.6591
F  -2.9278  0.9425  -1.5064
H  -1.2490  4.9024  2.0322
H  -2.1806  6.3619  1.5610
H  -1.2654  5.3869  0.4243
H  -3.6659  4.9960  0.2184
H  -3.6960  4.5960  2.0518
C  -0.6237  -5.1979  -4.2437
C  0.0537  -3.9237  -3.8011
O  -0.4387  -2.7003  -4.4008
C  -1.3987  -2.0395  -3.7570
O  -1.8308  -2.2157  -2.7181
C  -1.9360  -0.9451  -4.6767
F  -1.3644  0.2212  -4.3388
F  -1.7439  -1.0944  -5.9740
F  -3.2382  -0.8181  -4.5311
H  -1.6778  -5.2095  -3.9688
H  -0.1315  -6.0267  -3.7242
H  -0.4456  -5.3858  -5.3152
H  1.1136  -3.9797  -4.1382
H  0.0786  -3.7716  -2.7385
C  -4.7682  -3.2172  1.2478
C  -3.8461  -2.5694  0.1596
O  -4.5508  -2.4456  -1.1677
C  -4.6106  -3.5596  -1.8516
O  -4.2002  -4.6397  -1.6614
C  -5.3784  -3.3019  -3.1888
F  -6.5014  -4.0514  -3.1651
F  -5.8179  -2.0787  -3.3396
F  -4.5788  -3.8044  -4.1762
H  -5.7107  -2.6550  1.3307
H  -4.1557  -3.1874  2.1507
H  -4.9206  -4.2536  0.9110
H  -2.9481  -3.1847  -0.0009
H  -3.5599  -1.5777  0.4640
C  1.8213  6.8550  2.2054
C  2.9045  5.9492  2.5964
O  2.8805  4.6147  1.9429
C  2.0024  3.8472  2.5559
O  1.2695  4.1482  3.4297
C  1.9290  2.4494  1.9464
F  0.7396  2.3047  1.4182
F  2.8598  2.2153  0.9953
F  2.0797  1.4967  2.8243
H  1.7107  6.8839  1.1263
H  2.1495  7.8990  2.5088
H  0.8480  6.6255  2.6528
H  3.0915  5.7409  3.6564
H  3.8379  6.3253  2.1807
C  1.6544  0.5547  -2.0289
C  2.4588  -0.5386  -1.4367
O  1.9181  -0.8857  -0.1128
C  0.9697  -1.7366  -0.0868
O  0.6190  -2.5043  -0.8848
C  0.3845  -1.8773  1.3715
F  0.8489  -3.0021  1.9366
F  0.6016  -0.8312  2.1180
F  -0.9358  -2.0705  1.2396
H  2.0664  0.8024  -3.0082
H  1.6215  1.4004  -1.3371
H  0.6730  0.1596  -2.2168
H  3.5091  -0.2387  -1.2759
H  2.5303  -1.4360  -2.0517
Cl  0.3134  -6.0242  -0.5859
C  -1.3979  -5.4568  -0.3943
Cl  -2.0427  -5.8925  1.1316
H  -1.2958  -4.3687  -0.3761
H  -2.0514  -5.7959  -1.1294
Cl  6.4493  2.5502  -1.5296
C  7.4666  1.0943  -1.3617
Cl  7.2544  -0.0985  -2.5958
H  8.4449  1.4571  -1.4046
H  7.2082  0.6809  -0.3750
Cl  3.4470  4.7933  -3.1557
C  2.9622  4.4164  -1.4877
Cl  1.2626  4.7643  -1.2500
H  3.0712  3.3591  -1.3079
H  3.4883  5.0048  -0.7907

These are the Löwdin partial charges, in e, on atoms 1 to 6:
1. C -0.061
2. C -0.226
3. O 0.040
4. C -0.393
5. O 0.159
6. C -0.499

Density functional theory data (ωB97M-V/def2-TZVPD) for C31H41CsN6O5S2 as an isolated structure at a distorted geometry.

Summary:
2S+1: 1
Net charge: 0
Energy relative to the best compared isomer or geometry (same formula, charge and spin): 0.963 eV
Frontier orbital gap: 6.703 eV

CARTESIAN COORDINATES (ANGSTROEM)
Cs  -0.0767  0.0273  -1.0564
C  2.9312  -2.2964  -0.4664
C  3.8263  -1.2368  -0.5465
C  4.2224  -0.5700  0.6054
C  3.7074  -0.9499  1.8380
C  2.7866  -1.9858  1.9144
C  2.3998  -2.6600  0.7633
H  2.6210  -2.8090  -1.3660
H  4.2193  -0.9387  -1.5109
H  4.9334  0.2460  0.5411
H  4.0145  -0.4322  2.7393
H  2.3632  -2.2667  2.8708
H  1.6596  -3.4475  0.8247
O  -1.5234  -2.2409  -3.4959
S  -0.4886  -2.6139  -2.5506
O  0.7079  -1.7853  -2.6154
N  -0.9054  -2.6370  -1.0519
C  -2.0129  -3.3149  -0.5958
C  -2.9168  -4.0380  -1.3507
C  -3.9951  -4.7212  -0.7526
C  -4.2008  -4.7012  0.5951
C  -3.3017  -3.9742  1.4138
C  -3.4344  -3.9300  2.8205
C  -2.5252  -3.2409  3.5665
C  -1.4791  -2.5764  2.8911
N  -1.3288  -2.5732  1.5931
C  -2.2160  -3.2778  0.8356
C  -0.0022  -4.2691  -2.9956
C  0.6373  -5.0735  -2.0624
C  1.0370  -6.3512  -2.4214
C  0.7957  -6.8204  -3.7063
C  0.1472  -6.0142  -4.6311
C  -0.2585  -4.7348  -4.2765
H  -2.8179  -4.0662  -2.4266
H  -4.6724  -5.2738  -1.3928
H  -5.0273  -5.2315  1.0517
H  -4.2578  -4.4580  3.2881
H  -2.5887  -3.1991  4.6459
H  -0.7399  -2.0218  3.4658
H  0.8004  -4.6977  -1.0598
H  1.5293  -6.9854  -1.6951
H  1.1083  -7.8190  -3.9840
H  -0.0521  -6.3848  -5.6285
H  -0.7787  -4.0947  -4.9761
N  1.8873  1.9818  1.3141
C  2.2326  2.6202  0.0545
C  3.3971  3.6393  0.1432
C  3.0345  4.9725  0.8115
C  2.9048  6.1711  -0.1395
N  2.3945  5.8904  -1.4841
C  1.1401  5.9793  -1.8951
N  0.1498  6.1710  -1.0154
N  0.8722  5.9573  -3.2174
C  0.9961  3.3368  -0.5202
O  0.2807  3.9571  0.3278
O  0.8562  3.3605  -1.7563
H  1.2907  2.5999  1.8537
H  2.7113  1.7410  1.8497
H  2.5577  1.8539  -0.6551
H  3.7927  3.7923  -0.8663
H  4.2081  3.1575  0.6956
H  3.8009  5.2541  1.5365
H  2.1075  4.8494  1.3695
H  3.8853  6.6218  -0.3000
H  2.2709  6.9459  0.2898
H  3.0439  5.4935  -2.1418
H  0.1485  5.4353  -0.2711
H  -0.7593  6.2573  -1.4456
H  1.6409  5.7456  -3.8332
H  0.0312  5.4545  -3.4589
C  -2.6291  4.1458  2.8153
C  -2.7765  3.3491  1.5299
S  -1.6264  1.9677  1.4685
O  -1.7152  1.4038  0.0731
C  -2.4972  0.7728  2.5066
C  -3.7670  0.2045  1.8969
H  -3.2434  5.0455  2.7761
H  -1.5912  4.4482  2.9617
H  -2.9445  3.5755  3.6903
H  -2.4825  3.9346  0.6586
H  -3.7861  2.9690  1.3697
H  -2.6550  1.2579  3.4735
H  -1.7579  -0.0149  2.6561
H  -4.6217  0.8694  2.0252
H  -4.0062  -0.7482  2.3715
H  -3.6240  0.0201  0.8322

These are the Löwdin partial charges, in e, on atoms 1 to 6:
1. Cs 1.470
2. C -0.096
3. C -0.088
4. C -0.112
5. C -0.113
6. C -0.086

| no. | LUMO level (eV) | E_HOMO (eV) |
| --- | --- | --- |
| 1 | 0.3 | -10.71 |
| 2 | -0.1 | -6.80 |